2 unconnected molecules or ions with the total composition C2H4N2O2, computed with ωB97M-V/def2-TZVPD.

Output
HOMO-LUMO gap   9.265 eV
Energy above the lowest of the compared OMol25 structures with the same formula, charge and spin   4.675 eV
Charge   0

Last column: Mulliken charge in e.
Cartesian coordinates (Å):
N 0.944 0.424 -0.723  -0.41
C 0.189 1.498 1.094  0.18
O -0.120 2.585 0.942  -0.26
O -1.427 0.067 1.124  -0.40
C -0.912 -0.860 0.554  0.14
N -0.326 -0.714 -0.709  -0.35
H 0.734 0.686 -1.665  0.26
H 1.724 -0.219 -0.684  0.26
H -0.821 -1.845 1.059  0.30
H 0.020 -1.631 -1.003  0.28